Entry 1:
{"formula": "C4H24ClO8", "method": "ωB97M-V with the def2-TZVPD basis set", "elements": ["Cl", "O", "H", "H", "O", "H", "H", "O", "H", "H", "O", "H", "H", "O", "H", "H", "O", "H", "H", "C", "C", "O", "H", "H", "H", "H", "H", "H", "C", "C", "O", "H", "H", "H", "H", "H", "H"], "coordinates": [[-0.12191, 0.65583, 0.95291], [1.43025, 1.52582, 3.66014], [1.31862, 1.36777, 2.71198], [0.65349, 1.08211, 4.04135], [-3.16071, 1.60188, 0.11458], [-3.33139, 0.95158, -0.57741], [-2.23641, 1.42814, 0.36919], [-1.33138, 1.57352, 4.37077], [-1.34554, 1.60338, 3.39958], [-1.73858, 2.40117, 4.64301], [2.07997, 2.60387, -0.39754], [2.26942, 3.19188, 0.33975], [1.49590, 1.91577, -0.01771], [-1.06912, 3.78142, 1.31801], [-0.63231, 2.94374, 1.07154], [-0.42646, 4.22731, 1.87999], [-0.93730, -2.17554, 2.57447], [-0.30931, -1.51996, 2.23576], [-1.79244, -1.74457, 2.47606], [-1.48800, -1.53980, -3.56187], [-1.76740, -2.02267, -2.14046], [-2.05521, -0.94876, -1.26606], [-0.79997, -2.27905, -3.99682], [-0.91614, -0.61230, -3.56485], [-2.33167, -1.46851, -4.24636], [-0.85649, -2.48848, -1.75732], [-2.57123, -2.75967, -2.13090], [-1.30967, -0.62610, -0.73439], [2.28391, -1.98691, -1.97055], [3.07299, -0.97474, -1.17235], [2.77511, -0.98741, 0.22815], [1.94569, -2.77461, -1.29020], [2.94381, -2.48957, -2.68361], [1.42098, -1.59378, -2.49649], [2.84976, 0.02453, -1.55666], [4.14169, -1.16998, -1.18281], [1.84707, -0.71732, 0.35711]], "forces_ev_per_a": [[0.05, -0.19, -0.14], [0.01, -0.19, 0.05], [0.01, -0.09, 0.07], [0.27, 0.40, -0.03], [0.06, -0.05, -0.03], [0.15, -0.06, 0.09], [-0.33, 0.03, -0.08], [-0.28, -0.11, -0.22], [-0.02, 0.02, 0.16], [0.07, 0.00, -0.07], [-0.10, -0.19, 0.07], [-0.01, -0.07, 0.00], [0.15, 0.29, -0.14], [0.23, -0.10, 0.09], [-0.19, 0.22, 0.06], [-0.01, -0.09, -0.03], [0.09, -0.07, 0.02], [-0.19, 0.02, 0.00], [0.09, 0.07, -0.05], [0.85, -0.74, -0.30], [0.96, 0.81, 0.24], [-1.11, 0.27, 0.09], [-0.18, 0.03, -0.20], [-0.23, 0.15, 0.16], [-0.23, 0.18, 0.30], [-0.07, -0.38, -0.15], [-0.11, 0.12, 0.19], [0.12, -0.34, -0.21], [0.36, -1.04, 0.12], [-0.48, 0.69, 0.86], [-0.45, -0.15, -0.20], [-0.06, 0.05, -0.03], [-0.16, 0.11, -0.21], [-0.09, 0.22, -0.02], [0.42, 0.10, -0.09], [0.08, 0.03, -0.37], [0.33, 0.07, 0.00]], "mulliken_charge": [-1.0896, -0.6429, 0.3877, 0.3398, -0.6577, 0.3336, 0.3259, -0.6322, 0.3814, 0.2930, -0.6472, 0.3026, 0.3167, -0.6060, 0.2973, 0.2941, -0.6340, 0.3451, 0.3016, -1.0398, -0.0892, -0.3620, 0.3424, 0.2694, 0.3380, 0.1151, 0.2605, 0.1870, -0.7633, -0.1701, -0.5017, 0.2850, 0.3860, 0.0250, 0.1802, 0.3121, 0.2163], "homo_ev": -7.18, "max_force_ev_per_a": 1.28, "lumo_energy_ev": 3.1, "homo_lumo_gap_ev": 10.292, "mol_weight_g_mol": 235.7, "total_energy_ev": -33443.4396, "de_lowest_ev": 0.000, "charge": -1}

Entry 2:
{"formula": "C4H24N2O6", "method": "ωB97M-V with the def2-TZVPD basis set", "elements": ["C", "C", "C", "C", "N", "N", "H", "H", "H", "H", "H", "H", "H", "H", "H", "H", "H", "H", "H", "H", "O", "H", "H", "O", "H", "H", "O", "H", "H", "O", "H", "H", "O", "H", "H", "O"], "coordinates": [[-0.16662, 0.11389, -1.60955], [1.09799, 0.09851, -0.78628], [2.35070, -0.26496, -1.59773], [3.85478, -2.15704, -2.05510], [2.56325, -1.71961, -1.49334], [-1.27834, -0.36400, -0.75915], [-0.35902, 1.06857, -2.12265], [-0.25086, -0.49817, -2.50921], [0.92029, -0.61577, 0.02094], [1.25755, 1.04917, -0.26197], [2.11717, 0.07163, -2.61838], [3.31204, 0.17709, -1.35920], [3.75717, -2.97422, -2.77196], [4.45430, -2.50566, -1.22907], [4.36601, -1.35159, -2.58693], [1.80739, -2.18484, -1.98747], [-1.23653, 0.03070, 0.16818], [-2.13254, -0.03486, -1.19274], [-0.52220, 1.38795, 4.45974], [-0.22638, 2.53917, 3.68558], [-0.04905, 2.21938, 4.58101], [-2.55588, 3.38937, 0.99093], [-2.41881, 3.13584, 2.51344], [-3.00629, 3.03149, 1.75919], [-0.42415, -2.38398, -1.52271], [-1.06228, -3.45114, -2.36492], [-0.32765, -2.82121, -2.38205], [-0.74468, 1.15942, 1.86345], [-0.59257, -0.24458, 2.21867], [-0.81908, 0.59577, 2.64738], [-1.59137, -1.24746, 4.17168], [-0.10440, -1.34718, 4.05730], [-0.88882, -1.90711, 4.09681], [-4.08626, 2.55423, -2.01696], [-3.51830, 3.11332, -0.71845], [-3.49656, 2.33788, -1.28847]], "forces_ev_per_a": [[-1.14, 0.34, -0.52], [0.83, 0.34, 0.18], [-0.54, -1.00, -0.17], [-0.51, 0.07, 0.00], [-0.06, 0.20, -0.79], [0.04, 0.19, -0.67], [0.03, 0.53, 0.85], [1.00, -0.71, 0.28], [0.43, -0.32, -0.10], [-0.22, 0.15, -0.27], [0.29, -0.13, -0.24], [-0.21, 0.51, 0.65], [-0.19, -0.04, 0.10], [0.57, -0.08, 0.11], [0.09, 0.05, 0.08], [0.08, -0.06, 0.10], [-0.15, 0.24, -0.02], [-0.31, -0.11, 0.35], [0.21, -0.23, 0.54], [0.54, 0.48, 0.31], [-0.49, 0.16, -0.42], [0.33, 0.10, 0.23], [0.00, 0.15, -0.03], [-0.18, -0.19, -0.06], [-0.10, 0.19, -0.02], [0.28, 0.06, -0.19], [-0.33, -0.38, 0.25], [-0.20, 0.44, 0.36], [-0.14, -0.30, 0.58], [0.14, -0.51, -1.40], [-0.10, -0.27, 0.01], [0.16, -0.24, 0.15], [-0.01, 0.46, -0.08], [-0.01, 0.01, -0.02], [-0.25, -0.12, -0.09], [0.14, 0.04, -0.02]], "mulliken_charge": [-0.7414, -0.3371, -0.8294, -0.9034, -0.3114, -0.5579, 0.3540, 0.5691, 0.3767, 0.1675, 0.2603, 0.5862, 0.3143, 0.2797, 0.3132, 0.2446, 0.0074, 0.1647, 0.3813, 0.2531, -0.6348, 0.3001, 0.2974, -0.6059, 0.3047, 0.3118, -0.6674, 0.3375, 0.4488, -0.6912, 0.3261, 0.3092, -0.6502, 0.2985, 0.2804, -0.5562], "homo_ev": -8.63, "max_force_ev_per_a": 1.50, "lumo_energy_ev": -0.1, "smiles": "CNCCCN.O.O.O.O.O.O", "homo_lumo_gap_ev": 8.553, "mol_weight_g_mol": 196.2, "total_energy_ev": -19801.2927, "de_lowest_ev": 2.230, "charge": 0}

Entry 3:
{"formula": "C4H25O11S2", "method": "ωB97M-V with the def2-TZVPD basis set", "elements": ["C", "C", "O", "O", "C", "S", "S", "C", "H", "H", "H", "H", "H", "H", "H", "H", "H", "O", "H", "H", "O", "H", "H", "O", "H", "H", "O", "H", "H", "O", "H", "H", "O", "H", "H", "O", "H", "H", "O", "H", "H", "O"], "coordinates": [[0.40440, -1.03608, -1.62917], [-0.47819, 0.20136, -1.30571], [-0.16612, 0.99581, -0.38610], [-1.53237, 0.31162, -1.97108], [1.66017, -1.08057, -0.79381], [2.23814, -2.77660, -0.38535], [2.98371, -2.98053, 1.38464], [1.67338, -2.58706, 2.61209], [-0.23183, -1.90019, -1.45973], [0.63441, -1.01901, -2.71014], [1.49741, -0.52884, 0.15501], [2.44917, -0.69316, -1.43397], [1.38998, -3.39719, 3.27285], [2.03372, -1.72862, 3.18045], [0.76454, -2.23945, 2.13583], [-0.53055, 0.53741, 2.80191], [-0.14391, 0.23267, 1.41935], [-0.69897, -0.13565, 2.13021], [-3.03026, 3.11224, -1.75906], [-2.07171, 1.87188, -1.84977], [-2.10542, 2.87416, -1.86894], [1.29084, 3.17683, 0.70683], [1.13731, 1.80131, 0.10673], [1.82204, 2.38972, 0.54134], [-3.52868, -0.54301, 1.07168], [-2.22821, -0.81770, 1.85444], [-3.12990, -1.18228, 1.67067], [-0.57497, 0.40191, -4.68635], [-1.90824, 0.13341, -3.91314], [-1.40553, -0.07251, -4.72121], [-2.02483, -2.64418, 1.01442], [-1.00033, -3.66442, 0.93260], [-1.84095, -3.52533, 1.39391], [0.70001, 2.50904, -3.20622], [1.65547, 1.65243, -2.25162], [1.52350, 2.02843, -3.12952], [-1.58796, 2.93477, 0.90370], [-1.78651, 2.06256, 2.26844], [-1.46903, 2.85998, 1.85565], [2.04917, 1.45966, 1.83428], [3.08334, 0.26047, 1.82285], [2.48375, 0.74469, 2.39099]], "forces_ev_per_a": [[-0.45, 0.30, -0.17], [-0.66, -0.45, -0.46], [0.51, -0.11, 0.26], [0.07, -0.23, 0.03], [0.71, 0.14, 0.53], [-1.85, -0.67, -2.53], [0.77, 0.52, 2.47], [0.01, 0.49, -0.09], [-0.15, -0.18, 0.02], [-0.22, -0.01, 0.49], [0.48, -0.22, -0.66], [0.31, 0.61, 0.57], [0.30, -0.38, -0.03], [0.02, -0.15, 0.07], [-0.07, -0.03, -0.35], [-0.02, -0.39, 0.37], [-0.36, -0.22, -0.56], [0.60, 0.61, 0.32], [0.03, -0.02, -0.08], [0.20, 0.56, 0.03], [-0.20, -0.21, 0.14], [0.13, 0.15, 0.09], [0.32, 0.20, 0.10], [-0.72, 0.19, -0.56], [0.05, -0.02, -0.04], [-0.62, -0.02, -0.02], [0.27, 0.38, -0.06], [0.03, 0.20, 0.39], [0.81, -0.04, -0.04], [-0.63, -0.27, -0.52], [-0.90, -0.26, 0.67], [0.05, -0.67, 0.31], [0.94, 0.51, -0.97], [-0.33, -0.05, 0.69], [-0.58, 0.46, 0.02], [0.81, -0.37, -0.67], [-0.27, -0.96, -0.06], [-0.41, -0.45, -0.86], [0.63, 1.45, 0.69], [1.05, -0.74, 0.28], [0.07, 0.08, -0.26], [-0.73, 0.26, 0.45]], "mulliken_charge": [-0.6319, 0.4003, -0.4734, -0.9536, 0.3485, -0.0950, -0.1152, -0.4248, 0.3351, 0.3100, -0.5577, 0.4445, 0.4259, 0.2562, -0.1383, 0.2402, 0.3300, -0.7893, 0.2532, 0.4918, -0.6587, 0.3216, 0.5079, -0.8085, 0.3036, 0.4647, -0.7027, 0.2956, 0.3838, -0.6510, 0.3566, 0.3155, -0.6477, 0.3332, 0.2992, -0.6972, 0.3386, 0.3049, -0.6626, 0.3236, 0.2914, -0.6685], "homo_ev": -5.91, "max_force_ev_per_a": 3.20, "lumo_energy_ev": 2.7, "homo_lumo_gap_ev": 8.617, "mol_weight_g_mol": 313.4, "total_energy_ev": -48750.4786, "charge": -1}